(1)
DFT (the ωB97M-V functional and the def2-TZVPD basis) results for an isolated ion of composition C3H7N2S and charge +1.

Calculated values
* spin multiplicity: 1
* net charge: +1
* HOMO: -14.0 eV
* SMILES: [NH3+][C@H]1C=NCS1
* HOMO-LUMO gap: 9.6 eV
* energy relative to the best compared isomer or geometry (same formula, charge and spin): 48.4 kcal/mol
* LUMO: -4.38 eV

```
13
Properties=species:S:1:pos:R:3:forces:R:3:nbo_charge:R:1
S -0.605 -1.665 0.487 -0.40 0.82 -0.53 0.198
N 0.524 -0.709 -1.694 -0.30 5.33 -0.76 -0.298
N 0.087 0.880 1.088 -0.94 -0.32 0.68 -0.746
C 0.691 -1.739 -0.837 0.26 -3.10 1.57 -0.374
C -0.855 0.114 0.045 2.69 -2.06 0.58 -0.244
C -0.183 0.296 -1.277 0.19 -0.86 -1.87 0.045
H -0.338 1.286 -1.830 0.40 -1.75 0.44 0.242
H 1.094 0.534 1.052 -1.71 0.18 -0.04 0.459
H 0.601 -2.638 -1.453 -0.23 -0.38 0.57 0.267
H -0.408 0.461 1.936 1.50 1.51 -0.46 0.474
H 1.656 -1.842 -0.284 -0.31 0.57 -0.94 0.250
H 0.121 1.932 1.004 -0.45 -1.22 0.46 0.453
H -1.897 0.262 0.172 -0.70 1.27 0.30 0.274
```
Positions in Å, forces in eV/Å.

(2)
DFT (the ωB97M-V functional and the def2-TZVPD basis) results for an isolated ion of composition C5H14N2 and charge +1.

Calculated values
* spin multiplicity: 2
* net charge: +1
* HOMO (spin up / spin down): -14.9 / -13.3 eV
* HOMO-LUMO gap (spin up / spin down): 12.1 / 4.9 eV
* energy relative to the best compared isomer or geometry (same formula, charge and spin): 74.8 kcal/mol
* LUMO (spin up / spin down): -2.79 / -8.39 eV

```
21
Properties=species:S:1:pos:R:3:forces:R:3:nbo_charge:R:1
N -0.767 1.423 -0.572 -1.31 -6.85 0.12 -0.361
N -1.056 -1.093 1.083 0.77 -0.06 0.90 -0.382
C 0.054 1.353 -1.832 1.19 2.81 1.13 -0.244
C 1.285 0.513 -2.183 -0.43 -1.13 3.10 -0.607
C -0.634 0.078 1.679 1.27 3.64 0.60 -0.274
C 0.004 1.076 0.583 0.01 1.00 1.76 -0.226
C -0.252 -2.242 1.347 0.16 -1.35 -1.69 -0.462
H -1.314 0.596 2.426 0.09 -0.63 -1.32 0.272
H 0.274 -0.061 2.236 0.27 -0.55 0.62 0.227
H -2.033 -1.178 1.044 -1.48 -0.71 -0.31 0.413
H 0.815 0.438 0.271 0.63 -0.04 0.05 0.227
H 0.458 2.367 -1.693 -0.08 0.20 -1.36 0.219
H 1.037 -0.526 -2.333 -0.17 -0.36 -0.54 0.215
H -0.736 -3.112 0.939 0.05 -0.29 -0.83 0.242
H 1.857 0.928 -2.978 0.04 0.44 -0.72 0.257
H 1.897 0.504 -1.291 0.82 0.01 0.00 0.196
H -1.414 0.504 -0.474 0.58 2.43 -1.47 0.347
H -0.084 -2.593 2.329 -0.42 0.62 2.08 0.251
H 0.359 1.996 1.056 0.47 -0.22 0.06 0.230
H 0.792 -2.161 1.014 -0.36 0.37 -0.62 0.238
H -0.544 1.189 -2.652 -2.11 0.69 -1.57 0.221
```
Positions in Å, forces in eV/Å.

(3)
DFT (the ωB97M-V functional and the def2-TZVPD basis) results for C3H3N3O2 as an isolated structure.

Calculated values
* spin multiplicity: 1
* HOMO: -9.3 eV
* HOMO-LUMO gap: 8.1 eV
* energy relative to the best compared isomer or geometry (same formula, charge and spin): 152.4 kcal/mol
* LUMO: -1.23 eV

```
11
Properties=species:S:1:pos:R:3:forces:R:3:nbo_charge:R:1
O -1.812 1.205 0.006 1.71 4.18 0.18 -0.372
O -2.799 -0.604 0.232 2.54 -0.84 -0.95 -0.598
N 1.878 -0.229 0.251 6.35 -6.91 -0.91 -0.752
N -0.648 2.128 0.007 2.68 -5.57 -1.31 0.241
N 0.459 1.465 -0.114 -2.80 4.46 1.36 -0.231
C -0.313 -0.814 -0.350 -4.16 1.81 1.70 -0.438
C -1.701 -0.106 -0.054 -0.94 -3.24 0.23 0.720
C 0.685 0.101 -0.029 -4.86 -0.60 -1.68 0.301
H 2.774 0.258 0.514 -2.06 -0.39 -0.83 0.451
H -0.501 -1.944 -0.246 1.24 1.90 -0.26 0.267
H 1.978 -1.461 -0.217 0.31 5.21 2.47 0.412
```
Positions in Å, forces in eV/Å.

> Which value of spin multiplicity does entry 3 give?

1